Below is a 12-piece molecular cluster, C72H154F15N7O15 overall, with properties calculated with wB97M-V/def2-TZVPD.

Atoms and positions in Å:
C (-8.508220, -4.829478, -0.518928)
C (-7.660074, -3.587071, -0.450065)
C (-6.759787, -3.434875, 0.735506)
C (-5.685533, -4.612319, 0.526755)
N (-4.759538, -4.672971, 1.766602)
C (-3.635495, -5.677767, 1.413503)
C (-2.743499, -4.880909, 0.438595)
C (-2.798990, -3.500478, 0.967002)
C (-3.861093, -3.472489, 2.055724)
C (-5.493403, -5.041881, 3.147169)
C (-6.272414, -6.382181, 3.108546)
C (-6.742756, -6.968735, 4.472490)
H (-8.984594, -5.096492, 0.424410)
H (-7.813387, -5.543087, -0.961711)
H (-9.230173, -4.684321, -1.322552)
H (-8.278871, -2.711881, -0.648154)
H (-7.071648, -3.504404, -1.363859)
H (-7.217984, -3.468963, 1.723930)
H (-6.113426, -2.557961, 0.698929)
H (-5.164101, -4.305343, -0.379876)
H (-6.114439, -5.606423, 0.400727)
H (-3.291578, -5.878991, 2.428065)
H (-3.927570, -6.563796, 0.849812)
H (-1.713104, -5.228437, 0.513558)
H (-3.091741, -5.049701, -0.580401)
H (-1.836310, -3.128389, 1.317592)
H (-3.011969, -2.808209, 0.152454)
H (-3.285038, -3.716309, 2.948360)
H (-4.426897, -2.559198, 2.239765)
H (-6.065674, -4.163212, 3.444724)
H (-4.709813, -5.011445, 3.904241)
H (-5.746088, -7.175539, 2.577842)
H (-7.170240, -6.223777, 2.511109)
H (-5.862423, -7.185236, 5.077675)
H (-7.326712, -7.888422, 4.436765)
H (-7.376901, -6.217072, 4.942557)
C (-0.568175, -0.722626, 4.287796)
C (-0.828523, -2.200363, 4.670664)
C (-1.567705, -2.305123, 5.958514)
C (-1.552072, -3.771121, 6.504670)
N (-2.783944, -4.139428, 7.436733)
C (-2.786351, -5.692032, 7.643917)
C (-4.278280, -6.189120, 7.483649)
C (-5.064528, -4.843402, 7.311369)
C (-4.131656, -3.848509, 6.700868)
C (-2.695865, -3.498306, 8.870260)
C (-2.617581, -1.933677, 8.939609)
C (-2.836342, -1.146971, 10.217870)
H (-0.071746, -0.292912, 5.157849)
H (-1.560739, -0.310705, 4.105442)
H (0.054888, -0.581088, 3.404690)
H (0.022478, -2.872841, 4.562583)
H (-1.529743, -2.555650, 3.915561)
H (-2.618741, -2.047062, 5.828768)
H (-1.022713, -1.609883, 6.597051)
H (-0.562645, -3.966016, 6.918385)
H (-1.591403, -4.366931, 5.592768)
H (-2.441857, -5.935412, 8.649002)
H (-2.108801, -6.116546, 6.903091)
H (-4.694271, -6.795846, 8.287980)
H (-4.243614, -6.808757, 6.587576)
H (-5.288012, -4.410959, 8.286643)
H (-5.945312, -4.977669, 6.683444)
H (-4.489319, -2.830469, 6.855027)
H (-3.900824, -4.048756, 5.654582)
H (-1.882946, -3.948772, 9.439765)
H (-3.572333, -3.980133, 9.303568)
H (-3.307832, -1.515754, 8.206812)
H (-1.677848, -1.425479, 8.723420)
H (-3.445210, -1.746786, 10.894324)
H (-3.146144, -0.102145, 10.196397)
H (-1.955286, -1.158811, 10.859509)
C (3.608097, -3.267652, 4.015154)
C (3.593388, -2.519632, 2.761087)
O (2.611213, -1.898785, 2.437423)
N (4.866468, -2.602748, 1.938833)
H (5.331913, -3.499110, 1.938448)
H (4.459261, -2.626343, 1.014856)
C (5.751225, -1.442170, 2.372219)
H (4.562131, -3.402538, 4.524775)
H (3.307834, -4.290694, 3.788625)
H (2.887145, -2.745498, 4.644197)
H (6.492913, -1.942752, 2.994642)
H (5.160834, -0.687598, 2.891980)
H (6.304444, -0.995037, 1.546313)
C (5.601157, -0.581383, -4.325119)
C (7.047190, -1.088998, -4.361805)
O (7.613820, -1.936423, -3.610336)
N (7.813072, -0.433822, -5.519924)
H (7.460912, -0.638875, -6.444062)
H (7.520303, 0.494194, -5.249402)
C (9.326263, -0.588441, -5.582700)
H (5.239719, -0.275431, -3.343366)
H (5.049903, -1.495810, -4.544330)
H (5.350862, 0.184769, -5.058916)
H (9.736224, 0.143238, -6.278892)
H (9.616410, -1.589735, -5.901000)
H (9.716535, -0.296640, -4.607690)
C (0.518524, 9.647451, -1.645119)
C (0.753760, 8.226866, -2.357008)
N (1.411423, 7.058608, -1.495837)
C (1.082970, 7.210327, -0.017798)
C (0.739566, 5.719775, -1.934662)
C (0.947643, 5.258649, -3.480559)
C (2.968913, 6.750531, -1.606604)
C (3.887857, 7.989540, -1.850493)
O (3.725266, 9.067983, -0.992974)
C (4.195103, 10.284193, -1.428824)
H (-0.277787, 9.774367, -0.911709)
H (0.292676, 10.252141, -2.523432)
H (1.345923, 10.100809, -1.099243)
H (1.287351, 8.323858, -3.302511)
H (-0.288357, 7.950183, -2.516852)
H (1.401001, 8.086469, 0.547308)
H (1.464505, 6.442401, 0.655120)
H (0.001060, 7.080106, 0.006924)
H (-0.274460, 5.850254, -1.556746)
H (1.018553, 4.928083, -1.239332)
H (1.868725, 4.676518, -3.509323)
H (1.196953, 6.099281, -4.128067)
H (0.175556, 4.674141, -3.980902)
H (3.150576, 6.019201, -2.394177)
H (3.205848, 6.199229, -0.696640)
H (3.582087, 8.396643, -2.814266)
H (4.939051, 7.745243, -2.003516)
H (5.231649, 10.143561, -1.735242)
H (4.109956, 10.931511, -0.555996)
H (3.500330, 10.530796, -2.231684)
C (0.501325, -0.685733, 0.298368)
C (1.981247, -0.419958, -0.179147)
N (2.076591, 0.329852, -1.570113)
C (1.098022, 1.561832, -1.628699)
C (3.513138, 0.921403, -1.731972)
C (3.810379, 2.046217, -0.659260)
C (1.934076, -0.589203, -2.778750)
C (1.583910, 0.145907, -4.080836)
O (2.758083, 0.687267, -4.593084)
C (2.650754, 1.499224, -5.636865)
H (0.070162, 0.199637, 0.765613)
H (0.490511, -1.406145, 1.116288)
H (-0.106565, -1.116471, -0.497262)
H (2.442454, -1.368595, -0.453854)
H (2.509929, 0.012973, 0.670079)
H (1.424952, 2.430365, -2.200415)
H (1.019903, 1.774394, -0.562480)
H (0.145745, 1.123409, -1.927145)
H (3.688812, 1.383309, -2.703514)
H (4.073124, 0.020257, -1.482099)
H (3.651929, 1.685116, 0.356914)
H (3.220472, 2.959997, -0.730754)
H (4.844283, 2.342806, -0.835827)
H (1.073760, -1.191602, -2.487096)
H (2.842943, -1.190766, -2.792288)
H (0.884381, 0.952234, -3.860378)
H (1.073656, -0.470720, -4.820776)
H (3.596939, 1.578352, -6.172184)
H (2.254487, 2.495793, -5.442117)
H (2.041105, 1.062362, -6.427801)
C (-2.513404, 3.161576, -1.858569)
C (-2.396692, 2.248783, -0.654013)
N (-3.522163, 2.545513, 0.394196)
C (-4.889031, 2.192845, -0.239298)
C (-3.265211, 1.594758, 1.545894)
C (-3.261568, 0.032097, 1.290501)
C (-3.418308, 3.999574, 0.885895)
C (-4.615647, 4.687362, 1.575188)
O (-4.954733, 3.777111, 2.659584)
C (-6.236574, 4.169979, 3.182972)
H (-2.088962, 2.830261, -2.806301)
H (-2.175891, 4.195122, -1.781272)
H (-3.553806, 3.259211, -2.168620)
H (-1.414693, 2.500816, -0.253702)
H (-2.475544, 1.212814, -0.983669)
H (-4.923788, 1.230537, -0.750042)
H (-5.164616, 2.877671, -1.041275)
H (-5.556614, 2.208004, 0.622215)
H (-3.808780, 1.743918, 2.478835)
H (-2.264744, 1.815335, 1.918065)
H (-4.192155, -0.297417, 0.828399)
H (-3.137124, -0.478230, 2.245583)
H (-2.425752, -0.344419, 0.700799)
H (-3.098282, 4.611972, 0.042892)
H (-2.510321, 3.929364, 1.484831)
H (-5.394925, 4.757371, 0.816282)
H (-4.552128, 5.722303, 1.911270)
H (-6.016226, 4.899296, 3.962492)
H (-6.827393, 3.375278, 3.638497)
H (-6.903415, 4.667791, 2.478996)
C (-3.127079, -1.304202, -3.383992)
O (-4.236127, -0.511321, -3.075613)
O (-2.051985, -0.340556, -3.335611)
C (-2.940190, -2.739862, -2.792683)
F (-1.884747, -2.969018, -1.952835)
F (-3.958819, -3.182648, -2.156468)
F (-2.627897, -3.666445, -3.710108)
C (-5.433614, -0.761868, -3.782394)
C (-6.603773, -0.138575, -3.023251)
H (-6.694469, -0.539294, -2.013658)
H (-6.498205, 0.939964, -2.906172)
H (-7.502404, -0.389611, -3.586764)
H (-5.618166, -1.825750, -3.931418)
H (-5.439865, -0.383141, -4.804453)
H (-3.288043, -1.416536, -4.456174)
C (6.845526, 3.001902, -3.526375)
O (6.803033, 1.921847, -2.483599)
O (7.137008, 2.456917, -4.810983)
C (5.784768, 4.122299, -3.339561)
F (4.575011, 3.706244, -3.659581)
F (5.740918, 4.570456, -2.039763)
F (5.858356, 5.286094, -3.877923)
C (8.037680, 1.307502, -1.946362)
C (7.588580, 0.834971, -0.643902)
H (8.373137, 0.220570, -0.202224)
H (7.289813, 1.705981, -0.060654)
H (6.763096, 0.123785, -0.673743)
H (8.934580, 1.926420, -1.921458)
H (8.328150, 0.370406, -2.421315)
H (7.743839, 3.483676, -3.140345)
C (1.198195, 3.802214, 2.006712)
O (2.466615, 3.987301, 1.473344)
O (0.268151, 3.860042, 1.020340)
C (1.169292, 2.535453, 2.926996)
F (-0.032144, 2.027968, 3.129417)
F (1.902333, 1.573015, 2.477412)
F (1.707198, 2.817076, 4.101908)
C (3.510093, 4.387055, 2.351258)
C (4.776905, 4.338961, 1.624329)
H (4.721304, 4.831089, 0.653338)
H (5.475057, 4.978902, 2.163920)
H (5.272653, 3.369935, 1.566660)
H (3.667842, 3.682744, 3.168061)
H (3.345028, 5.305757, 2.914142)
H (1.105876, 4.668667, 2.661554)
C (-0.505088, 0.183702, -9.180951)
O (-0.403695, -0.848489, -8.130678)
O (-1.907386, 0.402633, -9.295275)
C (0.328954, 1.524016, -8.897811)
F (0.304100, 2.049047, -7.627278)
F (1.639583, 1.287072, -9.130802)
F (-0.096813, 2.491581, -9.701789)
C (0.805279, -1.532564, -7.974126)
C (0.596069, -2.738488, -7.060032)
H (0.281379, -2.555867, -6.032556)
H (0.020602, -3.450157, -7.652033)
H (1.551907, -3.255974, -6.978317)
H (1.636479, -0.857650, -7.769930)
H (1.103299, -2.012506, -8.906299)
H (-0.146691, -0.296001, -10.091741)
C (4.168161, -3.632803, -1.951085)
O (2.823848, -3.911453, -1.491611)
O (4.686504, -2.591203, -1.111242)
C (5.108682, -4.863435, -2.272881)
F (6.218684, -4.413409, -2.814616)
F (5.265758, -5.704944, -1.207714)
F (4.539881, -5.679754, -3.165671)
C (2.721564, -4.712332, -0.226278)
C (1.294663, -4.714805, 0.312395)
H (1.163435, -4.024040, 1.145302)
H (0.650426, -4.506892, -0.541907)
H (1.022369, -5.685867, 0.725913)
H (3.353739, -4.299298, 0.559760)
H (3.126013, -5.723703, -0.185945)
H (3.854788, -3.163902, -2.883837)

Forces on the atoms, in the same order (eV/Å):
C 0.6540 0.0864 -1.0445
C -0.9150 1.9579 -0.8737
C 2.0537 -1.8437 -0.2739
C -1.1562 2.0548 1.9247
N 0.1142 -1.1862 0.4476
C -0.3150 0.2974 -0.2407
C 0.5549 -1.6573 1.1553
C -0.2898 2.6380 -1.1174
C 0.1329 -0.2711 -0.2994
C 0.5425 -0.3409 -1.1375
C -0.7473 -0.1743 -0.2294
C 0.6017 1.0671 -0.2708
H 0.0911 -0.2634 -0.1745
H -0.4683 -0.9914 0.6277
H -0.3543 -0.0695 0.3394
H -0.2746 0.2908 0.7999
H 0.4867 -0.4162 -0.0400
H -0.3549 -0.1704 -0.1570
H -0.4162 0.4175 -0.1654
H 0.5620 -0.3154 0.3434
H 0.0569 0.1472 0.2060
H 0.8695 -0.4888 -0.4267
H -0.7503 -0.1113 0.7359
H -0.0742 -0.3434 -0.2622
H 0.1008 0.3558 0.0905
H -0.0076 -0.2006 0.3738
H -0.2784 0.0720 0.0344
H -0.5613 -0.1380 0.4673
H -0.0272 -0.1207 -0.3225
H -0.5494 -0.1618 -0.4938
H 0.4246 -0.5732 -0.2818
H 0.4870 0.2614 -0.0412
H -0.0786 0.1237 -0.1145
H -0.0956 0.1029 0.2627
H 0.0995 0.0992 -0.5811
H 0.0717 -0.0609 0.3889
C 0.1298 -1.2035 0.5773
C -0.4871 0.0238 -2.2859
C 0.1999 -0.8288 1.4195
C -0.5149 1.3959 -0.4977
N 1.8722 0.0446 -0.1993
C -1.0293 0.2250 0.4827
C 0.9059 1.4092 -0.6893
C 0.2147 -0.9992 -0.0247
C 1.3370 -0.4409 0.4725
C -0.0465 0.5587 -0.2140
C -0.2008 1.1271 -1.1515
C -0.2935 -1.8767 2.7108
H -0.0770 0.6316 -0.2327
H 0.1530 0.5834 0.1768
H -0.0115 -0.2268 0.1126
H 0.3898 0.2723 0.3696
H -0.0055 -0.4112 -0.4692
H 0.1578 0.6297 0.0524
H -0.6605 -0.0885 0.6534
H -0.4344 -0.3054 0.8149
H -0.5570 -0.5635 0.2522
H 0.3274 0.3339 -0.1778
H -0.1666 0.0522 0.1318
H 0.4152 0.1669 0.1159
H -0.5892 0.1408 -0.0840
H -0.6913 -0.4680 0.0222
H -0.1869 0.1393 0.3553
H 0.4490 -0.0101 -0.0805
H -0.0787 0.1707 -0.0334
H 0.3687 -0.1037 -0.6067
H -0.2984 0.8210 0.4484
H -0.1466 -0.1775 -0.1749
H 0.5348 -1.3359 -1.1767
H -1.0173 0.4735 0.0364
H -0.2797 -0.3406 -0.6669
H 0.6003 0.1912 -0.4237
C 0.4150 -0.5338 0.1845
C 3.4756 -2.8977 2.2961
O -3.4931 2.8744 -2.5287
N -1.4133 1.4107 0.5956
H 0.3591 -0.1708 0.5778
H 0.4561 1.0826 -1.9677
C 0.7612 -1.0346 -0.8984
H 0.2560 0.3600 0.1391
H -0.6804 -0.6881 0.4852
H 0.0109 -0.3927 0.3964
H -0.0708 0.5334 0.4026
H -0.0157 -0.3753 -0.0759
H -0.2142 -0.0872 -0.2318
C 0.6324 -0.9920 -0.0949
C 1.2052 -3.7604 3.4191
O -2.3886 4.4041 -3.9987
N 1.4630 -1.2170 0.7215
H -0.7730 -0.1218 -0.1142
H 0.1349 2.6831 -0.2839
C -0.4192 0.6414 0.4972
H 0.6311 -0.0210 0.0329
H -0.3259 -0.0995 -0.1491
H 0.3324 -0.0058 0.0886
H -0.4172 -0.0248 -0.1650
H -0.2793 0.0687 0.3515
H -0.0474 -0.4788 -0.0110
C 1.1021 -0.5999 -0.5795
C -0.1228 0.7391 2.3821
N 1.1168 -0.7213 -0.0936
C -0.9768 -0.2966 0.3651
C -0.6597 -0.3049 -0.7470
C 0.9690 1.0542 1.6357
C 0.2756 1.3033 0.3085
C -1.1578 0.2447 -1.4216
O -1.0190 -2.3546 2.8290
C -0.0566 -0.2541 -0.1618
H -0.4557 -0.8725 -0.3863
H -0.0946 0.3699 0.2221
H 0.5249 -0.3180 -0.5425
H 0.0383 -0.0776 0.3178
H 0.3230 -0.7687 -0.3491
H 0.0488 0.6867 -1.2091
H 0.2393 -0.8535 -0.9629
H -0.0268 0.3862 0.3408
H -0.4207 0.1728 -0.9010
H 0.8665 0.0332 0.0876
H -0.0890 -0.3004 0.0614
H -0.3713 0.2342 0.0464
H -0.3180 0.1461 0.6321
H -0.2217 0.3848 -0.2945
H -0.1607 0.2701 0.2011
H -0.0700 -0.2632 -0.7712
H 0.1013 -0.6428 0.3662
H 0.1318 0.6477 -0.3256
H 0.1260 0.3527 -0.4062
H 0.4946 1.0231 -0.4550
C 0.9812 0.1662 -0.3516
C -1.5335 -1.1150 -1.0786
N 0.8993 3.1980 -0.5730
C 0.0545 -2.3883 1.7013
C -0.5750 0.9488 2.8518
C -0.0965 -1.0187 -0.7561
C -1.5855 -0.0531 0.7279
C -0.0333 0.1686 0.7618
O 1.5721 -1.6299 2.5088
C -0.4237 1.0817 -3.7079
H -0.2064 0.3184 -0.4574
H 0.6466 -0.2434 -0.0806
H -0.2290 0.3224 -0.1416
H 0.1980 -0.1271 0.3430
H 0.2424 0.4686 -0.7555
H 0.2338 -0.5355 -0.1138
H -0.0767 0.8474 -0.1849
H -0.1450 0.3501 -0.3499
H -0.3929 -0.7833 -0.1247
H 0.7497 0.1938 -0.4346
H 0.3010 0.0290 -0.0276
H -0.2377 -0.1717 -0.3433
H 0.0993 -0.1541 0.2147
H 0.0113 -0.4091 -0.4085
H -0.1077 -0.0521 -0.2059
H -0.2778 -0.0334 -0.0552
H 0.0349 -0.4517 0.1105
H 0.4315 0.3492 0.5006
H -0.0627 0.2523 0.3078
H -0.5770 0.0167 0.0366
C -1.3507 0.6104 -1.1903
C 0.3495 1.3036 -0.7530
N -0.8553 -1.1659 -0.8008
C 0.4468 0.4269 0.5716
C 1.4876 -1.7012 1.0863
C -0.1370 1.0298 -0.5027
C 1.2155 0.6340 -0.0053
C 0.1690 -2.6465 -0.1543
O -1.5784 0.9894 -1.1115
C 0.3518 0.6434 0.8853
H 0.4657 -0.8472 0.4250
H 0.3053 -0.0632 0.6784
H -0.2165 -0.0225 -0.0097
H -0.0824 -0.4161 1.0111
H -0.1386 -0.0754 0.1328
H 0.6799 -0.2322 0.3907
H 0.0876 0.4196 0.5452
H -0.3348 0.1032 -0.3695
H -0.9818 0.6855 -0.8030
H 0.3506 0.2680 -0.5216
H -0.0322 -0.1102 -0.0005
H -0.2060 0.3072 0.2936
H -0.0251 0.3774 -0.3338
H -0.2839 -0.2164 -0.1727
H -0.0408 0.3310 0.4056
H -0.5779 -0.4251 0.0819
H 1.0599 -0.0411 0.1912
H -0.2848 0.1317 0.2122
H 0.5512 -0.4377 -0.1420
H 0.2497 -0.1204 -0.4739
C 3.7650 4.4313 -2.9975
O -2.2126 -0.4025 2.0800
O -1.1167 -3.2391 1.5437
C 3.5068 0.7394 -1.1033
F 0.3085 1.3725 1.1548
F -3.6254 -1.0343 1.9286
F -0.8060 0.1142 -1.5377
C -0.4447 -0.0859 0.3860
C 0.3018 -0.3744 -0.2280
H 0.0209 -0.2703 0.0923
H -0.0177 0.0714 -0.3135
H -0.2285 0.3046 0.1467
H -0.0131 -0.3516 0.3222
H 0.4960 0.4482 -0.1222
H 0.2413 -1.3469 -0.4604
C 4.6000 -2.1781 -2.0517
O -0.6453 0.3703 -0.3623
O -1.7324 0.9845 2.6932
C -0.8291 -1.5748 2.1126
F -1.7433 -1.1610 -0.0660
F -0.0071 -1.5102 1.5299
F 1.8119 2.1233 -3.4433
C -1.5158 0.1784 -1.6504
C -0.0955 -0.3795 1.9713
H 0.3301 0.3934 0.5166
H 0.1220 -0.2566 0.5527
H -0.3214 0.2357 -0.5349
H -0.3178 0.6009 -0.0405
H -0.0813 0.1800 -1.1908
H 0.4341 0.9180 -0.2459
C -2.4320 1.2226 -1.0603
O 1.7514 -0.1209 -0.4437
O 0.4152 -0.8818 0.7644
C 0.2873 1.8680 -1.1122
F -1.6039 -0.1469 0.3428
F 1.4425 -2.3053 -1.6240
F 0.0452 0.6753 2.0240
C -0.6314 -1.4959 0.9850
C 1.9014 1.3731 -0.6060
H -0.0739 -0.3669 -0.3071
H 0.2802 -0.0035 0.1973
H -0.4622 -0.0778 -0.2898
H -0.4951 -0.4044 0.1980
H -0.4594 0.6447 -0.5797
H -0.4611 0.2992 1.1347
C -5.6739 0.0357 0.6736
O 0.7297 0.8569 0.3443
O 4.1908 0.3331 0.1504
C -1.1997 -1.5207 0.5671
F -0.3413 -0.4370 -0.5080
F 0.6759 0.3204 -0.3177
F 0.4170 0.2001 -0.1824
C -0.3460 -0.2876 -0.4894
C 1.1534 0.0407 -0.3555
H -0.5753 0.0941 -0.2686
H -0.7169 0.1155 0.6151
H 0.3992 0.0206 0.1247
H 0.2300 0.0454 0.7573
H 0.1060 0.0719 -0.6812
H 0.8944 0.2111 -0.3700
C -0.0595 3.7668 2.4533
O -0.0881 -3.2302 1.9862
O -0.1224 -2.6618 -1.2044
C -2.6923 0.5896 0.8217
F 0.9482 -0.3088 0.4882
F 1.2082 0.8580 0.0980
F -0.3971 -0.1373 -0.9660
C 0.5449 1.0011 0.1385
C 0.0525 -0.0589 -0.3947
H -0.0612 0.4930 -0.3176
H -0.3673 0.1904 0.1933
H 0.0793 -0.2894 -0.1958
H 0.1311 0.8095 -0.1575
H -0.1943 -0.2577 -1.4134
H 0.6435 -0.3913 -0.8988

Properties
Net charge: +1
Frontier orbital gap (alpha / beta), eV: 2.099 / 2.152
Multiplicity: 2